{"formula": "C19H21IrN5O2", "method": "ωB97M-V/def2-TZVPD", "lumo_energy_ev": [-12.79, -18.28], "multiplicity": 6, "charge": 4, "relative_energy_kj_mol": 396.5, "homo_lumo_gap_ev": [6.90, 2.39], "energy_ha": -1263.23119, "e_homo_ha": [-0.724, -0.760], "s_squared": 8.79, "symbols": ["N", "C", "C", "H", "H", "H", "N", "C", "C", "H", "H", "H", "N", "C", "C", "H", "H", "H", "Ir", "C", "O", "C", "O", "C", "C", "C", "C", "C", "C", "H", "H", "H", "H", "H", "H", "N", "C", "C", "C", "C", "C", "N", "H", "H", "H", "H", "H", "H"], "xyz": [[-1.3618, 3.8450, 0.5507], [-0.4291, 4.3976, 0.1518], [0.6396, 5.2268, -0.4091], [0.1926, 6.1554, -0.7940], [1.1172, 4.7242, -1.2623], [1.3886, 5.4725, 0.3609], [4.5360, -2.4419, -0.0133], [4.9839, -2.9901, -0.9479], [5.7851, -3.7107, -1.9236], [6.0991, -3.0473, -2.7432], [5.2248, -4.5431, -2.3706], [6.6723, -4.0869, -1.3791], [-3.5674, -0.7223, 0.4692], [-4.0694, -1.6088, -0.1082], [-4.8380, -2.6128, -0.8142], [-4.7048, -3.6006, -0.3500], [-4.5378, -2.6493, -1.8693], [-5.8929, -2.3041, -0.7841], [0.9468, -0.3570, -0.8691], [0.6708, -1.7329, 0.3929], [0.4930, -2.6772, 1.0503], [1.9979, 0.6635, 0.3403], [2.6537, 1.3126, 1.0347], [1.2348, 1.0132, -2.5295], [-0.1569, 1.0513, -2.3021], [-0.8953, -0.1276, -2.3134], [-0.2262, -1.3523, -2.4688], [1.1256, -1.3790, -2.8691], [1.8553, -0.1925, -2.9112], [1.8292, 1.9196, -2.3883], [-0.6218, 2.0214, -2.1163], [-1.9765, -0.1330, -2.1374], [-0.7642, -2.2939, -2.2942], [1.6027, -2.3526, -3.0356], [2.9296, -0.1943, -3.1197], [-1.8866, -1.5247, 2.9958], [-1.6213, -0.2065, 3.1249], [-2.5109, 0.6702, 3.8033], [-2.1727, 2.0076, 3.9453], [-0.9453, 2.4381, 3.4356], [-0.1258, 1.5007, 2.7912], [-0.4467, 0.2189, 2.6072], [-1.3318, -2.1059, 2.3971], [-2.8034, -1.8874, 3.2642], [-3.4428, 0.2182, 4.1318], [-2.8625, 2.6934, 4.4257], [-0.6315, 3.4749, 3.4547], [0.8444, 1.8097, 2.3963]], "atomic_forces_ev_per_a": [[0.6337, -0.4968, 0.2385], [-0.2907, 0.4033, -0.1118], [0.1049, 0.1220, -0.1108], [0.1204, -0.1871, 0.2113], [-0.0673, 0.1268, 0.3240], [-0.2765, -0.0604, -0.3257], [-0.2917, -0.3363, -1.4702], [0.2064, 0.4241, 1.3344], [-0.1717, -0.0223, -0.3798], [0.0856, -0.1069, 0.3957], [0.2084, 0.0880, 0.3364], [-0.2593, 0.0570, -0.3225], [-0.2462, -1.8978, -0.9834], [0.6315, 2.0227, 1.1908], [-0.2365, -0.2767, -0.2937], [-0.1576, 0.2983, -0.1845], [-0.0483, -0.0736, 0.2558], [0.2135, -0.2303, 0.0633], [-0.4702, 0.1267, -0.1268], [-0.8020, -5.3032, 3.2316], [0.6400, 3.8006, -2.3325], [3.3168, 3.0016, 2.9636], [-2.2186, -2.2478, -2.3445], [0.3504, 0.9141, -0.5128], [-0.0129, 1.4211, -0.2472], [-1.2289, -0.3812, 0.1702], [-0.4859, -0.9463, -0.3493], [0.0974, -1.5364, -0.2661], [1.4101, 0.5558, -0.4529], [-0.1786, -0.2457, -0.3987], [-0.0726, -0.3286, 0.1820], [0.3907, 0.1671, 0.2129], [0.2173, 0.4196, -0.3408], [-0.0524, 0.4563, -0.0006], [-0.3348, -0.1083, 0.0257], [-0.7829, 2.2143, 0.3031], [-1.5856, -4.2345, 0.3762], [-0.6216, -5.0118, -0.9485], [-1.2344, 4.2608, 1.6634], [1.2692, 0.3897, -1.3131], [2.5812, 1.0996, -0.8440], [-0.9668, 1.5899, 0.4271], [0.3928, -0.3861, -0.0536], [0.2185, -0.0066, 0.1168], [-0.0171, 0.1924, 0.1140], [0.0807, 0.0913, -0.0517], [0.1382, 0.0170, 0.1701], [-0.1967, 0.1649, 0.4587]]}

{"formula": "C19H21N2O3Pm", "method": "ωB97M-V/def2-TZVPD", "lumo_energy_ev": [0.18, 0.18], "multiplicity": 5, "charge": 0, "homo_lumo_gap_ev": [8.15, 8.18], "energy_ha": -1680.32795, "e_homo_ha": [-0.293, -0.294], "s_squared": 6.00, "symbols": ["Pm", "O", "C", "C", "C", "C", "C", "C", "C", "N", "C", "C", "N", "C", "C", "C", "C", "C", "C", "C", "O", "H", "H", "H", "H", "H", "H", "H", "H", "H", "H", "H", "H", "H", "H", "C", "C", "C", "O", "H", "H", "H", "H", "H", "H", "H"], "xyz": [[-0.2158, 0.0446, -0.0182], [-1.3483, 0.2315, -1.8724], [-1.2008, 0.0786, -3.1684], [-2.2572, 0.3615, -4.0472], [-2.1295, 0.1481, -5.4035], [-0.9409, -0.3383, -5.9582], [0.1167, -0.5780, -5.1101], [0.0195, -0.3654, -3.7272], [1.2718, -0.5141, -2.9815], [1.4910, -0.2220, -1.7594], [2.8659, -0.2811, -1.2383], [2.8641, -0.6647, 0.2355], [1.9766, 0.2591, 0.9424], [2.1108, 0.4937, 2.1875], [1.2662, 1.3817, 2.9873], [1.7001, 1.6320, 4.2989], [1.0639, 2.5384, 5.1145], [-0.0329, 3.2383, 4.5927], [-0.4812, 3.0216, 3.3086], [0.1269, 2.0594, 2.4815], [-0.3586, 1.8197, 1.2891], [-3.1796, 0.7288, -3.6167], [-2.9731, 0.3613, -6.0500], [-0.8503, -0.5068, -7.0222], [1.0646, -0.9269, -5.5081], [2.1129, -0.8680, -3.5870], [3.2954, 0.7186, -1.3290], [3.4889, -0.9704, -1.8147], [3.8842, -0.6370, 0.6269], [2.4804, -1.6816, 0.3526], [2.9419, 0.0334, 2.7339], [2.5708, 1.0936, 4.6603], [1.4070, 2.7160, 6.1242], [-0.5449, 3.9660, 5.2124], [-1.3290, 3.5613, 2.9067], [-2.1695, -0.8841, 1.9116], [-1.4582, -2.1714, 1.4738], [-2.3430, -2.9932, 0.5567], [-0.2277, -1.8635, 0.8303], [-3.1178, -1.1148, 2.3959], [-2.4343, -0.2426, 1.0654], [-1.5593, -0.3029, 2.6043], [-1.2665, -2.7564, 2.3792], [-2.5884, -2.4296, -0.3492], [-3.2832, -3.2700, 1.0427], [-1.8294, -3.9045, 0.2468]], "atomic_forces_ev_per_a": [[-0.3011, 0.9415, -0.1555], [-0.2713, 0.0434, -1.1759], [0.0001, 0.0981, 0.6210], [-0.0979, -0.1228, -0.1680], [-0.0659, 0.0220, -0.0058], [-0.0044, 0.0188, 0.1455], [-0.0140, -0.0238, -0.1244], [0.6736, -0.1096, 0.0395], [-0.2914, 0.0285, -0.3150], [0.4069, -0.0334, 0.1818], [-0.1382, -0.0101, -0.1884], [0.0030, 0.1510, 0.1162], [0.3884, -0.1948, -0.0984], [-0.0662, 0.3001, 0.2398], [0.4293, -0.2771, -0.0975], [0.0233, 0.0030, 0.0845], [-0.0848, -0.0011, -0.1378], [-0.0071, 0.0441, 0.0378], [-0.0161, -0.0430, 0.2365], [-0.0890, -0.0090, -0.4989], [0.1351, 0.4438, 0.6045], [-0.0040, 0.0000, -0.0283], [0.0210, 0.0012, 0.0029], [-0.0103, 0.0049, 0.0153], [-0.0411, 0.0090, -0.0192], [0.0176, 0.0257, -0.0812], [0.0184, 0.0567, -0.0297], [-0.0028, -0.0546, -0.0379], [0.0416, -0.0017, 0.0495], [-0.0641, -0.0479, 0.0246], [0.0500, 0.0609, 0.0125], [-0.0230, 0.0204, 0.0140], [-0.0113, -0.0005, -0.0153], [0.0317, -0.0048, -0.0147], [0.0067, -0.0095, 0.0187], [-0.1613, -0.2509, 0.1970], [0.3892, 0.0452, -0.1781], [-0.1746, -0.1478, -0.1648], [-0.6413, -1.1134, 0.6941], [0.0010, 0.0251, 0.0600], [-0.2850, 0.0340, -0.0637], [0.0206, 0.0215, 0.0569], [0.1202, -0.0183, 0.0776], [0.0201, 0.0349, 0.0121], [0.0569, -0.0007, 0.0071], [0.0114, 0.0409, 0.0492]]}